No. 1
111
Properties=species:S:1:pos:R:3:forces:R:3:lowdin_charge:R:1 method="wB97M-V/def2-TZVPD" relative_energy_kj_mol=337.39 max_force_ha_per_bohr=0.0695 e_homo_ev=-9.55 homo_lumo_gap_ha=0.3709
C -0.277004 4.046243 -2.573845 0.3 -2.5 -1.9 -0.069
C 1.234478 3.730912 -2.713786 -1.1 0.9 2.0 -0.358
O 1.381406 2.356000 -2.792409 2.7 -1.6 1.8 -0.127
H -0.866170 3.421252 -3.340240 0.9 1.1 0.9 0.101
H -0.398248 5.069619 -2.746812 -0.7 1.7 -0.2 0.041
H -0.687001 3.728782 -1.626333 0.2 0.1 0.5 0.049
H 1.681243 4.198310 -1.792084 0.1 -0.7 -0.4 0.112
H 1.742799 4.240429 -3.516148 -0.2 0.3 -0.8 0.096
H 2.211238 2.079319 -2.209919 -2.0 0.5 -1.9 0.094
C -6.649085 -3.171423 -1.064875 0.2 -2.0 -0.9 -0.111
C -6.160185 -2.156730 -0.114379 -0.3 2.6 -0.1 -0.288
O -5.511464 -1.069842 -0.877943 -1.2 -2.0 -0.5 -0.108
H -7.308860 -3.891915 -0.554256 0.5 0.0 0.0 0.081
H -5.816096 -3.726709 -1.601267 -0.8 0.5 0.8 0.092
H -7.279799 -2.800904 -1.854335 -0.2 0.7 -0.3 0.068
H -5.411366 -2.534514 0.548083 0.4 -0.5 0.7 0.098
H -7.008700 -1.730453 0.515262 0.9 -0.4 -0.8 0.136
H -5.218463 -0.434926 -0.238507 0.7 0.7 0.8 -0.009
C 5.331524 -3.354066 1.496056 0.6 0.8 1.6 -0.102
C 4.257135 -3.794558 0.620456 -1.8 -0.7 -0.7 -0.322
O 3.367057 -2.727409 0.259506 0.8 -0.5 -0.3 -0.112
H 5.915544 -2.540748 1.086073 0.1 0.2 -0.3 0.078
H 5.996033 -4.162855 1.735388 0.4 -0.5 0.1 0.074
H 4.909950 -2.995962 2.435769 0.0 0.1 0.2 0.078
H 3.658766 -4.611323 1.075438 0.3 0.4 0.0 0.125
H 4.675284 -4.238594 -0.264537 0.0 0.1 -0.8 0.106
H 2.851910 -2.572437 1.066789 -0.5 0.2 0.2 0.018
C -1.187706 -0.209930 -3.703222 -0.3 0.9 -1.3 -0.088
C -2.637380 0.246952 -3.571029 0.5 0.6 1.6 -0.269
O -2.952637 0.908130 -2.339974 0.3 0.7 -0.4 -0.094
H -1.255139 -0.916200 -4.542312 0.7 0.0 0.2 0.087
H -0.675518 -0.624491 -2.857452 -0.5 -0.7 0.7 0.044
H -0.524989 0.626725 -3.958234 -0.3 0.0 -0.3 0.067
H -3.295352 -0.582098 -3.641276 -0.7 -1.0 -0.4 0.093
H -2.913903 0.966985 -4.321500 0.2 0.1 -0.6 0.110
H -3.229018 0.252827 -1.710138 -0.1 -0.5 0.5 0.030
C -3.871361 2.977489 0.178258 0.9 -0.7 -0.3 -0.077
C -4.827269 1.845813 0.521043 -1.0 0.9 -1.0 -0.281
O -4.276910 0.565773 0.809829 0.9 0.4 0.2 -0.102
H -3.396697 3.384783 1.048032 0.6 -0.1 0.6 0.036
H -4.309396 3.858960 -0.275155 -0.7 -0.2 -0.3 0.081
H -3.136599 2.590874 -0.558684 -0.2 0.3 0.5 0.065
H -5.423893 1.749662 -0.414634 0.0 -0.3 0.7 0.121
H -5.492113 2.136341 1.346041 0.1 -0.1 -0.2 0.115
H -3.312779 0.574254 1.004064 -0.5 0.0 0.0 0.080
C 2.245772 -1.020859 -3.773918 0.5 1.2 -0.2 -0.059
C 2.502093 -0.971744 -2.309693 -1.0 -2.5 0.5 -0.347
O 3.864836 -0.994476 -2.028469 1.5 1.2 -0.6 -0.067
H 2.379944 -1.997182 -4.155725 0.6 -1.0 -0.6 0.065
H 2.949171 -0.307823 -4.217958 -0.3 -0.1 -0.5 0.093
H 1.223175 -0.759518 -3.987126 -0.2 0.4 -0.1 0.039
H 2.106772 -1.906422 -1.905398 -0.3 0.0 0.3 0.097
H 1.908684 -0.195361 -1.885321 0.1 1.2 0.7 0.085
H 4.083835 -1.464365 -1.225662 -0.6 -0.5 0.6 0.056
C -0.592713 -3.505621 -1.119621 -0.2 0.8 -0.5 -0.046
C -1.989703 -3.056571 -1.636395 0.6 -0.6 -0.2 -0.247
O -2.526543 -1.892829 -0.973908 0.7 -0.7 -0.1 -0.099
H -0.495033 -3.809131 -0.079930 -0.6 -0.4 0.1 0.070
H 0.002542 -2.597887 -1.123271 0.4 0.2 -0.3 0.035
H -0.065309 -4.232959 -1.783906 -0.7 0.5 0.5 0.095
H -2.759694 -3.818779 -1.586150 0.1 -0.5 0.3 0.106
H -1.923462 -2.823992 -2.699808 0.4 0.1 -0.1 0.099
H -3.459409 -1.984491 -1.176260 -0.8 0.7 0.4 0.060
C 5.146040 3.845983 -1.139009 0.9 -0.4 -2.4 -0.060
C 4.794950 2.835773 -2.272039 0.4 -0.4 1.1 -0.244
O 3.911523 1.822726 -1.690346 1.2 0.8 -0.5 -0.127
H 5.622396 4.762050 -1.565915 0.0 -0.8 0.6 0.089
H 5.710978 3.316118 -0.380561 0.5 0.2 0.0 0.062
H 4.251859 4.134487 -0.690617 -1.7 0.6 0.8 0.030
H 5.690693 2.370042 -2.711280 0.0 -0.2 0.6 0.115
H 4.345955 3.215789 -3.168655 -0.8 0.8 -0.1 0.095
H 4.477314 1.043739 -1.606201 -0.7 -0.5 0.0 0.073
C 4.481218 1.436364 2.341538 -0.5 -1.6 0.9 -0.050
C 3.399106 0.401821 2.036170 -1.8 2.5 -1.2 -0.305
O 2.426507 0.344318 3.060919 -0.7 0.5 1.0 -0.114
H 3.999743 2.339530 2.732740 0.3 0.0 -0.3 0.074
H 5.090739 1.594424 1.470896 0.3 0.4 -0.3 0.053
H 5.069573 0.966292 3.142227 0.2 0.6 -0.1 0.082
H 3.678224 -0.594356 1.895533 1.2 -1.4 -0.2 0.070
H 2.861644 0.688075 1.094632 0.5 -0.1 0.4 0.120
H 1.983952 1.216697 3.168316 0.5 -0.7 -0.3 0.079
C -1.261301 3.143526 2.843823 -0.4 0.7 0.8 -0.072
C 0.077617 3.812274 3.196362 -0.5 -0.5 -1.2 -0.280
O 1.247695 3.298040 2.558114 -0.1 -0.8 0.8 -0.075
H -1.600594 3.172738 1.803087 0.7 0.2 0.2 0.033
H -2.019554 3.748079 3.422984 0.5 -0.8 -0.4 0.097
H -1.297631 2.109403 3.174636 0.0 -0.1 0.1 0.072
H 0.263009 3.739643 4.242081 0.1 -0.3 0.9 0.102
H -0.042114 4.851403 2.992514 0.2 1.0 -0.3 0.099
H 1.450642 3.735771 1.742322 -0.2 0.4 -0.6 0.076
C -2.495006 -2.650818 4.968793 -0.6 -0.5 -0.8 -0.077
C -1.265971 -3.384351 4.416626 -1.2 -0.5 -0.9 -0.250
O -0.758273 -2.852766 3.162270 -1.0 0.3 0.6 -0.120
H -3.439245 -2.865661 4.456737 0.3 -0.4 -0.3 0.078
H -2.465853 -1.594886 4.917093 0.7 1.4 -0.3 0.056
H -2.721658 -2.808533 6.000590 0.3 -0.7 0.8 0.063
H -1.509821 -4.452351 4.257474 -0.2 0.4 -0.2 0.114
H -0.481376 -3.441469 5.128616 0.9 0.5 0.7 0.094
H -1.324126 -2.107817 2.852136 0.5 -0.5 0.1 0.075
C -0.504486 1.062731 -0.099865 0.2 -1.5 0.8 -0.042
C -0.327374 -0.132220 0.885925 -0.1 1.2 -0.6 -0.249
O -1.607011 -0.607371 1.314974 -0.2 -0.4 -0.1 -0.121
H -0.862201 0.687745 -1.039626 0.1 -0.1 -0.6 0.042
H 0.460939 1.531321 -0.199162 0.2 0.5 -0.3 0.063
H -1.274424 1.758526 0.204285 0.1 0.2 0.5 0.037
H 0.334940 0.181747 1.712682 -0.7 -0.4 0.0 0.098
H 0.145368 -0.972275 0.386967 0.5 0.0 -0.2 0.094
H -1.909202 -1.143955 0.538473 -0.2 0.3 0.7 0.059
O 1.924616 -2.483355 2.569148 -0.9 -1.7 -0.4 -0.065
H 0.987020 -2.850907 2.665627 1.4 1.2 0.1 0.059
H 1.974731 -1.592423 2.903677 -0.5 0.8 0.4 0.005

No. 2
16
Properties=species:S:1:pos:R:3:forces:R:3:lowdin_charge:R:1 method="wB97M-V/def2-TZVPD" relative_energy_kj_mol=493.30 max_force_ha_per_bohr=0.0730 e_homo_ev=-9.17 homo_lumo_gap_ha=0.3693
C -1.263701 1.525597 -0.677446 -0.1 0.1 0.0 -0.145
N -0.623387 0.302440 -1.124953 1.6 -1.0 0.9 0.027
C -0.059197 -0.520611 -0.290781 -3.1 1.0 -2.0 -0.378
C 0.592263 -1.751277 -0.874534 0.2 0.2 0.3 -0.037
C -0.192075 -0.431815 1.192242 2.9 0.7 -0.6 -0.054
O 1.317419 -0.152738 1.445377 -1.7 0.0 1.2 -0.170
O 1.504087 1.286474 1.379113 0.0 -0.9 -0.5 -0.039
H -1.261323 2.242885 -1.505731 -0.1 -0.2 0.1 0.071
H -0.759128 2.017800 0.158952 -0.1 -0.1 0.1 0.062
H -2.308417 1.334538 -0.411777 0.0 0.1 0.0 0.081
H 1.120769 -2.319561 -0.106122 0.0 0.0 -0.1 0.075
H 1.303390 -1.449351 -1.646976 -0.1 -0.1 0.0 0.082
H -0.175243 -2.390314 -1.319086 0.1 0.1 0.0 0.083
H -0.456267 -1.396419 1.631403 0.4 0.2 0.2 0.127
H -0.794086 0.391034 1.574629 0.2 -0.1 0.0 0.110
H 2.054898 1.311316 0.575691 -0.2 0.3 0.3 0.105

No. 3
83
Properties=species:S:1:pos:R:3:forces:R:3:lowdin_charge:R:1 method="wB97M-V/def2-TZVPD" spin_multiplicity=2 relative_energy_kj_mol=0.00 max_force_ha_per_bohr=0.1244 e_homo_ev="-10.94 / -10.95" homo_lumo_gap_ha="0.3940 / 0.3010"
C 0.451199 1.727639 -2.082928 0.0 0.2 -0.9 -0.008
C 0.593611 1.353357 -0.594021 0.9 1.5 -0.9 -0.485
C -0.551977 1.970824 0.143731 -3.1 -0.5 -0.2 -0.125
C -1.863583 1.168801 -0.177652 0.9 -0.8 -1.1 -0.136
C -1.699764 -0.307061 0.208748 0.2 1.2 0.1 -0.126
C -0.447534 -1.048602 -0.454126 -3.4 -0.4 2.0 -0.391
N 0.680577 -0.092302 -0.301707 4.3 -3.3 -3.3 0.035
O 1.917146 -0.708319 -0.847250 -4.8 2.3 2.1 -0.077
C -0.867232 -1.467638 -1.883104 0.6 0.9 -0.5 0.003
C -0.291940 -2.338053 0.463941 1.1 0.7 -0.1 -0.002
C 1.885319 2.083027 -0.184249 -0.2 -0.3 0.5 -0.009
H -0.336749 1.260839 -2.673987 0.1 -0.2 0.3 0.078
H 1.379980 1.666671 -2.650161 0.1 -0.6 0.2 0.096
H 0.254001 2.797884 -2.144416 -0.2 0.1 0.3 0.093
H -0.794442 2.936011 -0.300934 0.6 0.2 0.3 0.089
H -0.435481 2.089504 1.220971 0.2 -0.1 0.0 0.117
H -2.002741 1.123056 -1.257771 0.1 0.6 -0.3 0.094
H -2.812233 1.589404 0.155883 0.3 0.1 0.6 0.121
H -2.635084 -0.814389 -0.027684 0.3 -0.4 0.1 0.117
H -1.596426 -0.211111 1.289585 0.2 -0.9 0.2 0.086
H -0.942374 -0.624140 -2.569370 0.4 0.2 0.1 0.067
H -1.894794 -1.824498 -1.952874 0.2 -0.5 0.6 0.069
H -0.162844 -2.162286 -2.340706 -0.2 -0.2 0.2 0.082
H -1.026433 -3.140659 0.397216 -0.2 0.3 -1.1 0.084
H -0.389761 -2.088786 1.520538 0.4 0.6 0.0 0.054
H 0.702190 -2.759894 0.316098 0.0 -0.2 0.0 0.075
H 1.752930 3.162571 -0.256075 -0.3 0.0 -0.2 0.101
H 2.701994 1.842255 -0.864808 0.1 -0.1 0.5 0.063
H 2.072103 1.909793 0.875559 0.5 -0.2 -0.1 0.073
O -3.699102 -4.016009 -1.170750 0.0 -0.5 -0.4 -0.053
H -3.353744 -3.190358 -1.510254 -0.1 0.2 0.0 -0.019
H -3.560682 -3.963277 -0.225084 -0.1 0.3 0.3 -0.009
O -1.276636 0.977668 3.728324 -0.2 0.4 0.1 -0.044
H -1.686895 0.161300 3.442913 -0.2 0.0 -0.2 -0.026
H -0.338812 0.830753 3.605336 0.4 -0.1 0.0 -0.013
O -4.387023 -2.066318 -3.424045 0.3 0.3 0.1 -0.040
H -4.322221 -2.952223 -3.780700 0.0 -0.4 0.0 0.049
H -5.157746 -1.691708 -3.850516 -0.2 0.0 -0.1 0.032
O 1.175398 0.124630 2.632406 -0.7 0.2 0.6 -0.039
H 0.795957 0.228845 1.759831 -0.1 -0.1 -0.3 0.014
H 2.067642 -0.182102 2.471036 1.0 -0.4 -0.1 0.037
O -1.609971 4.864484 1.817617 0.3 0.1 -0.1 -0.039
H -2.131616 4.827135 1.015926 -0.2 0.1 -0.1 0.018
H -1.956660 4.158108 2.362650 -0.1 -0.3 0.3 0.034
O 0.440297 -4.043858 3.517566 -0.1 0.1 0.3 -0.040
H 0.505432 -4.800664 2.935130 0.1 -0.3 -0.2 0.036
H -0.105944 -3.419667 3.039819 0.0 0.2 -0.1 -0.009
O -3.535811 -2.796014 1.478109 -0.2 -0.4 -0.6 -0.048
H -3.211700 -2.017867 1.931621 0.2 0.3 0.3 -0.015
H -3.138422 -3.529920 1.946822 0.1 -0.2 0.3 0.052
O 4.901415 3.378392 -1.425790 -0.1 -0.3 -0.2 -0.035
H 4.720715 4.317384 -1.382407 0.0 0.3 -0.1 0.045
H 5.015023 3.113443 -0.513034 0.2 0.0 0.5 0.023
O 4.470115 0.295097 -1.916131 0.3 -0.2 -0.1 -0.038
H 4.649970 1.125897 -1.476074 0.2 0.4 -0.2 -0.009
H 3.629789 0.010293 -1.557008 -0.4 -0.2 0.0 -0.030
O -3.189361 -1.036386 3.550902 0.1 0.0 -0.1 -0.035
H -4.117955 -1.162350 3.746078 -0.4 0.0 0.0 0.076
H -2.756690 -1.081234 4.403547 0.2 -0.1 0.4 0.069
O 2.083221 2.404053 3.825503 0.2 0.6 0.3 -0.041
H 1.799837 2.409066 4.739768 0.0 0.2 0.3 0.061
H 1.671329 1.625453 3.450850 -0.2 -0.6 -0.4 -0.017
O 2.379709 -3.557266 -1.895399 -0.2 -0.2 -0.3 -0.032
H 3.318279 -3.372180 -1.862812 0.3 0.0 0.0 0.072
H 1.962809 -2.720631 -1.689312 0.0 0.6 0.1 -0.004
O 1.613761 -0.632049 -3.914760 0.1 0.1 -0.3 -0.034
H 1.352497 -0.396824 -3.024455 0.1 0.0 0.2 -0.036
H 1.088986 -1.405149 -4.122515 -0.1 -0.2 -0.1 0.033
O 3.613182 -0.563824 1.340970 0.0 -0.1 0.8 -0.027
H 2.940110 -0.543359 0.660686 -0.1 -0.2 -0.7 -0.023
H 4.217603 0.138812 1.101772 0.3 0.3 0.0 0.049
O 4.219039 3.132329 2.253344 0.8 0.0 -0.8 -0.061
H 3.657074 2.838293 2.970255 -0.5 -0.2 0.5 -0.021
H 3.713625 3.819066 1.818392 -0.2 0.2 0.0 0.025
O -0.320987 5.511805 -1.123679 0.2 0.1 -0.3 -0.037
H -0.138009 4.708201 -0.636876 0.1 -0.1 0.3 -0.015
H -1.274532 5.592785 -1.103477 -0.2 0.1 -0.1 0.033
O -4.632862 1.029331 -3.441849 0.0 0.3 0.1 -0.045
H -5.365315 0.499178 -3.755979 -0.2 0.0 -0.1 0.019
H -3.931833 0.398057 -3.279759 0.2 -0.3 0.0 0.006
O 1.171947 -5.510351 -0.441141 -0.5 -0.5 0.6 -0.070
H 0.920924 -6.185983 -1.071019 -0.1 -0.2 -0.1 0.029
H 1.465188 -4.776184 -0.980794 0.5 0.4 -0.3 -0.041